1.
CH6N4OS in the gas phase. Source: OMol25; level of theory: wB97M-V/def2-TZVPD.

The value obtained for the HOMO energy is -0.3080 hartree. As for the SMILES: NN/C(=N/S)NO. As for the frontier orbital gap: 0.3353 Ha.

Last column: Mulliken charge in e.
Positions of all 13 atoms, in Å:
1 S 0.655 -0.528 -2.395  -0.22
2 O -0.850 -1.139 1.906  -0.47
3 N -0.179 -1.053 0.584  -0.14
4 N 0.171 1.282 2.198  -0.59
5 N 0.275 0.567 -1.124  -0.50
6 N -0.583 1.257 1.059  -0.21
7 C -0.030 0.243 0.120  0.42
8 H -1.724 -0.781 1.779  0.36
9 H -0.837 2.152 0.609  0.28
10 H 0.274 0.432 -3.368  0.17
11 H -0.026 0.361 2.492  0.40
12 H 1.193 1.357 2.021  0.25
13 H -0.160 -1.781 -0.207  0.24

=====

2.
A gas-phase ion, CH6N6 (charge +2). Source: OMol25; level of theory: wB97M-V/def2-TZVPD.

The value obtained for the HOMO energy (alpha / beta) is -0.7392 / -0.7393 hartree. As for the SMILES: N#[N+]/N=C/N(N)[NH3+]. As for the net charge: +2. As for the frontier orbital gap (alpha / beta): 0.3434 / 0.3434 Ha.

Last column: Mulliken charge in e.
Positions of all 13 atoms, in Å:
1 N 2.882 0.204 -0.015  0.20
2 N 1.714 -0.135 -0.074  0.23
3 N -0.524 -0.141 -0.016  0.44
4 N -0.657 -1.457 -0.230  -0.70
5 N 4.158 0.353 0.137  -0.18
6 N -1.786 0.527 0.071  -0.50
7 C 0.602 0.552 0.143  0.23
8 H -2.572 0.101 0.732  0.46
9 H -0.269 -2.058 0.543  0.33
10 H 0.807 1.639 0.440  0.41
11 H -0.134 -1.623 -1.090  0.33
12 H -1.840 1.513 0.145  0.34
13 H -2.379 0.524 -0.785  0.43

=====

3.
2 unconnected molecules or ions with the total composition CH6NO. Source: OMol25; level of theory: wB97M-V/def2-TZVPD.

The value obtained for the HOMO energy is -0.0895 hartree. As for the net charge: -1. As for the frontier orbital gap: 0.2512 Ha.

Last column: Mulliken charge in e.
Positions of all 9 atoms, in Å:
1 O 0.629 1.568 1.750  -1.15
2 N -0.248 0.308 -0.342  -0.61
3 C -0.103 -1.025 -0.934  -0.64
4 H 0.429 2.617 1.771  0.14
5 H 0.402 0.610 0.272  0.32
6 H 0.911 -1.428 -1.026  0.27
7 H -1.088 0.275 0.343  0.24
8 H -0.158 -1.720 -0.016  0.20
9 H -0.773 -1.207 -1.818  0.21

=====

4.
2 unconnected molecules or ions with the total composition CH6NO2. Source: OMol25; level of theory: wB97M-V/def2-TZVPD.

The value obtained for the HOMO energy is -0.0897 hartree. As for the net charge: -1. As for the frontier orbital gap: 0.2586 Ha.

Last column: Mulliken charge in e.
Positions of all 10 atoms, in Å:
1 O -2.114 2.268 -0.159  -0.68
2 O -0.195 -0.450 -0.531  -0.88
3 N 1.741 -0.844 0.820  -0.73
4 C 0.737 -1.433 -0.187  -0.33
5 H -1.755 2.584 -0.956  0.29
6 H 1.449 -0.721 1.703  0.21
7 H 0.184 -2.154 0.486  0.25
8 H -1.321 1.673 0.061  0.36
9 H 1.313 -1.559 -1.078  0.27
10 H 1.996 0.139 0.688  0.24

=====

5.
2 unconnected molecules or ions with the total composition CH6NO2. Source: OMol25; level of theory: wB97M-V/def2-TZVPD.

The value obtained for the HOMO energy is -0.6268 hartree. As for the net charge: +1. As for the frontier orbital gap: 0.4535 Ha.

Last column: Mulliken charge in e.
Positions of all 10 atoms, in Å:
1 O 1.155 0.959 -1.149  -0.66
2 O -0.362 -1.125 -0.729  -0.39
3 N -0.583 -0.407 1.403  -0.21
4 C -1.046 -0.563 0.211  0.20
5 H -1.125 -0.134 2.209  0.27
6 H 1.873 0.922 -1.793  0.33
7 H 1.305 1.756 -0.629  0.33
8 H 0.424 -0.567 -1.010  0.45
9 H 0.424 -0.460 1.534  0.28
10 H -2.066 -0.380 -0.047  0.42

=====

6.
2 unconnected molecules or ions with the total composition CH6NPS. Source: OMol25; level of theory: wB97M-V/def2-TZVPD.

The value obtained for the HOMO energy (alpha / beta) is -0.3174 / -0.3210 hartree. As for the frontier orbital gap (alpha / beta): 0.2818 / 0.2786 Ha.

Last column: Mulliken charge in e.
Positions of all 10 atoms, in Å:
1 S -1.593 -0.728 -0.392  0.25
2 P -1.088 -0.466 -2.347  -0.03
3 N -2.807 -1.676 -0.224  -0.49
4 C 1.726 0.949 1.178  -0.90
5 H 1.629 0.577 2.146  0.27
6 H 2.456 1.785 1.339  0.28
7 H 0.857 1.446 0.768  0.18
8 H -3.221 -2.112 -0.974  0.23
9 H 0.041 0.203 -1.965  0.02
10 H 2.000 0.022 0.470  0.17

=====

7.
2 unconnected molecules or ions with the total composition CH6NS. Source: OMol25; level of theory: wB97M-V/def2-TZVPD.

The value obtained for the HOMO energy is -0.0993 hartree. As for the net charge: -1. As for the frontier orbital gap: 0.2545 Ha.

Last column: Mulliken charge in e.
Positions of all 9 atoms, in Å:
1 S 1.004 2.074 -1.695  -0.87
2 N 0.405 -0.408 1.090  -0.69
3 C -0.594 -1.217 0.223  -0.63
4 H -1.060 -1.914 1.071  0.21
5 H 0.957 3.367 -1.434  -0.07
6 H -0.314 0.315 1.238  0.27
7 H -0.139 -1.912 -0.506  0.23
8 H -1.132 -0.440 -0.358  0.29
9 H 0.872 0.135 0.372  0.26

=====

8.
3 unconnected molecules or ions with the total composition CH6O2. Source: OMol25; level of theory: wB97M-V/def2-TZVPD.

The value obtained for the HOMO energy is -0.3824 hartree. As for the frontier orbital gap: 0.2498 Ha.

Last column: Mulliken charge in e.
Positions of all 9 atoms, in Å:
1 O -1.500 0.451 0.082  -0.62
2 O 1.824 0.068 -0.421  -0.30
3 C 0.656 0.468 -0.586  -0.33
4 H -0.045 -2.262 1.187  0.11
5 H -2.153 0.946 0.594  0.26
6 H 0.587 -1.872 1.173  -0.10
7 H -0.210 -0.194 -0.265  0.31
8 H 0.308 0.853 -1.580  0.39
9 H 0.533 1.541 -0.183  0.27

=====

9.
2 unconnected molecules or ions with the total composition CH6O2. Source: OMol25; level of theory: wB97M-V/def2-TZVPD.

The value obtained for the HOMO energy is -0.3704 hartree. As for the SMILES: CO.O. As for the frontier orbital gap: 0.3948 Ha.

Last column: Mulliken charge in e.
Positions of all 9 atoms, in Å:
1 O 0.247 0.438 -1.748  -0.50
2 O -0.148 0.302 2.319  -0.61
3 C -0.120 -0.740 -0.988  -0.41
4 H 0.097 1.168 -1.180  0.29
5 H 0.793 -1.266 -0.698  0.20
6 H -0.363 1.086 2.823  0.31
7 H -0.698 -0.563 -0.103  0.19
8 H -0.641 -1.361 -1.718  0.22
9 H 0.569 -0.129 2.796  0.31

=====

10.
2 unconnected molecules or ions with the total composition CH6O2. Source: OMol25; level of theory: wB97M-V/def2-TZVPD.

The value obtained for the HOMO energy is -0.3853 hartree. As for the SMILES: CO.O. As for the frontier orbital gap: 0.4109 Ha.

Last column: Mulliken charge in e.
Positions of all 9 atoms, in Å:
1 O 0.590 0.519 -2.099  -0.65
2 O -1.167 -1.028 0.592  -0.51
3 C -0.128 -0.218 1.147  -0.45
4 H 0.013 0.675 0.541  0.14
5 H -1.119 -0.967 -0.376  0.34
6 H 1.154 0.287 -1.353  0.33
7 H -0.446 0.109 2.143  0.23
8 H 0.331 1.435 -1.912  0.33
9 H 0.772 -0.812 1.318  0.24

=====

11.
3 unconnected molecules or ions with the total composition CH6O2. Source: OMol25; level of theory: wB97M-V/def2-TZVPD.

The value obtained for the HOMO energy is -0.3988 hartree. As for the frontier orbital gap: 0.3191 Ha.

Last column: Mulliken charge in e.
Positions of all 9 atoms, in Å:
1 O -0.675 0.336 0.627  -0.31
2 O 1.414 -1.779 -0.852  -0.67
3 C 0.141 -0.566 0.853  -0.10
4 H 1.863 -1.827 -1.703  0.28
5 H -2.137 2.971 -0.484  -0.10
6 H -0.295 -1.536 1.144  0.21
7 H 0.975 -0.381 1.546  0.24
8 H -1.927 3.604 -0.800  0.10
9 H 0.642 -0.823 -0.332  0.34

=====

12.
3 unconnected molecules or ions with the total composition CH6OS2. Source: OMol25; level of theory: wB97M-V/def2-TZVPD.

The value obtained for the HOMO energy is -0.3174 hartree. As for the frontier orbital gap: 0.3032 Ha.

Last column: Mulliken charge in e.
Positions of all 10 atoms, in Å:
1 S -1.373 -1.690 -0.656  -0.13
2 S -0.221 -0.022 -1.018  -0.08
3 O 2.358 -1.225 -0.223  -0.64
4 C -0.694 1.206 0.127  -0.75
5 H 0.144 1.846 0.449  0.32
6 H -1.501 1.833 -0.281  0.30
7 H -0.997 0.579 1.738  0.20
8 H 1.478 -0.787 -0.251  0.33
9 H 3.078 -0.614 -0.056  0.29
10 H -2.273 -1.127 0.171  0.15

=====

What are the maximum force values for these records? In order: 0.08224 0.29804 0.12099 0.11510 0.02582 0.07342 0.05524 0.08749 0.03505 0.01819 0.12661 0.08272 hartree/bohr.
What are the energy relative to the best compared isomer or geometry (same formula, charge and spin) values for these records? In order: 209.77 130.22 134.54 156.93 78.49 283.02 79.52 747.71 23.59 18.50 483.99 308.05 kJ/mol.